Record 1
DFT (ωB97M-V/def2-TZVPD) results for C29H36InN8 as an isolated structure.

Structure (XYZ):
```
74
C29H36InN8 (ωB97M-V/def2-TZVPD)
H -0.419 -1.798 7.146
H 0.397 3.629 -6.632
In -1.538 0.094 -0.341
C 1.327 1.588 1.811
H -2.515 2.659 -4.430
C -0.571 -0.064 -3.785
H -1.174 3.033 1.174
H -1.616 -1.266 6.170
H 0.397 1.684 -2.335
N -1.157 -2.147 0.917
H -3.167 0.996 -2.162
H 0.663 -4.548 -0.676
H 2.384 -0.926 -1.392
H -0.499 4.486 -5.356
H -2.976 1.698 3.483
C -0.192 3.448 0.892
C -0.658 -3.431 0.614
H 1.704 -1.501 -5.049
H -3.122 -0.649 -2.890
C -3.014 0.420 -3.098
C -1.713 0.768 -3.772
H -2.639 -0.999 1.868
N -0.529 -1.302 -3.076
C 2.235 0.799 -0.149
C -1.650 1.987 -4.459
H 1.839 -1.445 1.815
C -3.197 -3.116 1.707
C -2.392 -2.005 1.513
C 0.832 2.390 0.749
H 2.732 -0.470 3.006
H 0.106 4.158 1.676
C 2.598 -0.655 1.936
H 3.239 0.514 -2.006
C 2.132 0.562 1.250
H 0.106 1.088 3.495
H 2.009 2.404 -2.454
N 0.189 -2.227 4.123
N -0.995 -2.070 6.350
N -1.982 0.075 4.705
H -3.853 0.734 -3.741
C 1.406 1.911 -0.467
H -3.277 -5.285 1.810
H 3.540 -1.008 1.504
H 0.641 3.370 -1.834
H -0.053 -2.562 -4.776
C 0.968 1.715 3.234
C -0.576 -1.526 -1.687
C 1.099 2.375 -1.838
H 2.578 0.025 -5.129
C 0.566 1.488 -5.250
H 2.253 -0.694 -3.555
H 3.901 -0.422 -0.637
C 0.577 0.287 -4.539
N 0.060 -2.757 -1.537
H 0.732 2.756 3.480
C -1.354 -4.543 1.170
H -1.380 3.689 -6.668
H 1.811 1.396 3.854
C 1.825 -0.529 -4.555
C -0.538 2.338 -5.225
C -2.482 0.905 4.061
C 0.415 -3.273 -2.788
H -0.317 3.997 -0.046
C -0.064 -2.449 -3.709
N -0.277 -1.172 0.842
H -0.854 -5.505 1.112
C -0.504 3.609 -6.014
H 0.911 -4.215 -2.881
C -2.666 -4.405 1.592
H 1.444 1.752 -5.842
C 0.264 -3.585 -0.416
H -4.236 -2.946 1.992
C 2.978 -0.047 -1.100
N 0.044 -1.902 5.206
```

orbital gap (spin up / spin down)	4.40 / 4.41	eV
multiplicity	1
charge	-1



Record 2
DFT (ωB97M-V/def2-TZVPD) results for C29H36IrN5O3SSe2Te2 as an isolated structure.

Structure (XYZ):
```
79
C29H36IrN5O3SSe2Te2 (ωB97M-V/def2-TZVPD)
C 0.465 -3.254 -0.792
H 2.918 -3.294 2.659
C 1.760 -1.886 6.078
H -1.489 2.555 -3.046
H -2.221 -0.084 4.438
H -3.406 2.937 6.458
H 1.013 -2.726 -1.567
H -1.751 1.283 3.427
H 3.830 -4.224 4.781
C -1.253 -3.183 0.726
C -2.364 -1.367 -3.856
H 5.222 -3.105 -1.310
H -1.375 -1.779 -4.056
H -3.294 0.411 -4.774
O 1.534 -6.243 -1.831
C 0.832 -4.525 -0.396
H -2.072 -2.604 1.137
C 2.680 -2.917 6.032
H 4.659 -2.011 -0.043
O -0.151 -0.993 2.360
C 1.097 1.097 6.617
H -2.400 4.375 6.618
H 2.777 -3.506 0.482
H 1.592 2.540 8.094
H -1.530 0.496 -4.678
N -2.523 0.751 -2.844
H 4.609 -4.308 -3.267
N 0.311 -0.346 4.842
C -0.327 2.930 7.193
H -0.498 3.815 7.794
N 3.180 -4.950 -0.968
C 1.262 -1.367 4.879
N -2.653 -1.383 -2.422
C 4.339 -2.757 -0.771
H 2.036 0.569 6.683
C -0.951 -4.450 1.195
O 1.779 -1.351 1.329
H -2.509 -2.188 -1.837
C -2.516 3.440 6.073
Se 0.821 0.219 -2.141
C 3.633 -3.897 -0.060
C -1.086 1.448 5.463
S -2.675 0.165 -0.195
H 5.099 -5.968 -3.622
C 4.331 -5.355 -3.147
H 3.389 -5.530 -3.666
H 3.054 -3.339 6.955
Se 0.356 2.099 1.299
C -1.288 2.581 6.237
C -2.428 0.140 -4.172
C 1.888 -5.307 -1.132
C 0.857 2.204 7.377
H 0.369 -6.132 0.945
C 3.105 -3.421 4.808
Te 2.744 2.188 0.920
C 4.193 -5.734 -1.680
C 0.119 0.699 5.663
H 3.918 -6.785 -1.599
C 1.073 -1.375 2.335
C -2.448 2.190 -2.678
H -3.257 2.668 -3.231
H 4.307 -4.348 0.675
H -1.543 -4.890 1.986
C 2.593 -2.911 3.619
N -0.560 -2.586 -0.250
H -2.701 3.682 5.027
C -2.616 -0.162 -1.880
C -2.083 0.998 4.432
H -3.056 1.450 4.601
Ir -0.223 -0.216 0.091
C 0.107 -5.132 0.620
H 5.134 -5.588 -1.147
H -0.226 -0.397 3.947
C 1.654 -1.900 3.635
H 1.393 -1.517 7.025
H 3.669 -2.271 -1.484
Te 3.039 1.151 -1.560
H -2.538 2.427 -1.622
H -3.102 -1.941 -4.410
```

orbital gap (spin up / spin down)	6.31 / 4.17	eV
⟨S²⟩	8.8140
multiplicity	6
charge	+1



Record 3
DFT (ωB97M-V/def2-TZVPD) results for one molecule with the formula C29H36N2O5.

Structure (XYZ):
```
72
C29H36N2O5 (ωB97M-V/def2-TZVPD)
C -0.366 -3.755 -1.334
C -2.656 2.423 -0.182
O 0.447 -4.566 -1.729
C -3.489 -1.115 -0.074
C -3.897 1.910 0.175
H -4.821 1.324 -1.683
H 3.072 -0.704 -0.241
H 0.547 -5.228 0.336
C 3.679 -1.129 0.565
H 2.973 4.136 0.405
C -2.017 3.333 0.640
H -0.581 -2.833 -3.088
H 2.138 4.893 -1.705
H 3.900 1.621 -1.105
C -2.381 -2.005 -0.415
H 1.472 -4.212 2.427
H -3.474 -2.826 1.806
C 3.454 2.441 -1.664
C -2.614 3.744 1.820
C -0.653 -0.508 -1.471
H -2.340 -1.364 -2.458
H 0.932 1.255 0.927
H 1.128 1.678 -3.324
C 0.646 0.965 -0.071
H -2.115 4.455 2.461
C -1.630 -1.657 -1.676
C -1.922 -3.012 0.373
H -4.318 3.548 3.100
C 1.510 4.015 -1.839
C -4.555 0.888 -0.716
C 1.883 -2.876 0.782
H -0.437 -0.159 -3.573
H -0.626 -0.576 0.668
H 4.133 3.290 -1.628
H -2.188 2.095 -1.098
C 2.313 3.271 0.388
C -3.851 3.235 2.178
H 1.448 3.806 -2.904
C 4.376 0.021 1.240
H -1.912 -3.253 2.502
C 0.915 -3.604 1.712
H 0.339 -2.866 2.276
H 0.511 4.249 -1.480
H 3.368 -2.404 2.276
C -0.238 -0.092 -0.216
C 0.752 1.196 -2.434
O -3.645 -0.165 -1.023
C -2.575 -3.414 1.655
O 5.618 0.202 0.773
H 2.141 -1.156 2.054
H 1.315 -2.328 0.027
N -0.824 -3.750 -0.015
H 2.772 2.489 0.986
C -0.133 0.147 -2.581
C 2.096 2.826 -1.061
H -5.445 1.908 1.650
H 3.352 2.129 -2.700
C 1.151 1.640 -1.175
H -2.840 -4.470 1.620
H 1.372 3.558 0.852
O 3.899 0.733 2.083
H 4.426 -1.786 0.119
C -0.035 -4.519 0.930
H -0.682 -5.078 1.607
O -4.190 -1.154 0.915
H 2.503 -3.607 0.261
H 6.040 0.962 1.204
N -0.945 -2.847 -2.147
H -5.447 0.474 -0.234
H -1.050 3.722 0.357
C -4.488 2.317 1.361
C 2.764 -1.883 1.530
```

structure (SMILES)	CC1=C(C(=O)OCc2ccccc2)[C@@H](c2ccc(C(C)(C)C)cc2)NC(=O)N1CCCCCC(=O)O
orbital gap	9.19	eV
multiplicity	1



Relative energy (zero: lowest compared OMol25 entry of this formula, charge and spin) per entry: 51.29 7.56 0.00 kcal/mol